No. 1
C38H60I2N8O3PPbS | ωB97M-V/def2-TZVPD

Results
Kohn-Sham gap   6.41 eV
Largest force on an atom   0.0373 Eh/bohr
Highest occupied orbital energy   -15.85 eV
Total charge   +3

Atoms and positions in Å:
Pb (-0.09696, 0.37437, -1.88998)
N (-4.00227, 1.35441, -4.95333)
C (-3.05968, 1.74866, -4.12409)
S (-1.43651, 1.50744, -4.37623)
N (-3.59677, 2.33990, -2.94541)
N (-3.08794, 3.23267, -2.35512)
C (-2.98949, 4.32405, -1.70404)
C (-3.87433, 5.42501, -2.13746)
C (-3.33521, 6.68792, -2.40614)
C (-4.17919, 7.70935, -2.80175)
C (-5.54524, 7.47737, -2.92512)
C (-6.07542, 6.22005, -2.65664)
C (-5.24009, 5.18034, -2.29386)
C (-1.93761, 4.51654, -0.67882)
C (-1.99086, 5.60702, 0.17879)
C (-0.89196, 5.86032, 0.99062)
C (0.19778, 5.01418, 0.91838)
C (0.10272, 3.88106, 0.11230)
N (-0.94030, 3.62703, -0.66382)
H (-3.74788, 0.83426, -5.77899)
H (-4.98534, 1.48362, -4.75206)
H (-2.27011, 6.86101, -2.32202)
H (-3.76422, 8.68380, -3.02211)
H (-6.19637, 8.27959, -3.24702)
H (-7.14048, 6.04863, -2.73803)
H (-5.65173, 4.19781, -2.08826)
H (-2.86256, 6.24493, 0.21157)
H (-0.89387, 6.71179, 1.65852)
H (1.10333, 5.21613, 1.47597)
H (0.90711, 3.15083, 0.08261)
I (-0.76550, -2.41628, -5.90623)
C (1.24453, -2.21131, -5.27102)
I (1.51556, -2.07273, -3.13943)
H (1.66313, -1.31357, -5.70519)
H (1.79457, -3.09108, -5.57737)
N (-1.77438, -0.04320, -0.03223)
C (-3.08408, -0.48744, -0.53873)
C (-3.88067, -1.35613, 0.44422)
C (-3.30349, -2.74488, 0.80024)
C (-3.95985, -3.90753, 0.03991)
N (-3.47246, -4.06954, -1.32743)
C (-2.35052, -4.67303, -1.68089)
N (-1.67728, -5.45280, -0.82059)
N (-1.86002, -4.47737, -2.90385)
C (-2.90857, -1.16062, -1.91236)
O (-3.90877, -1.64374, -2.44740)
O (-1.72528, -1.18559, -2.40810)
H (-1.29619, -0.81301, 0.43268)
H (-1.87592, 0.69436, 0.65805)
H (-3.68283, 0.40645, -0.72447)
H (-4.87966, -1.48174, 0.02306)
H (-3.99550, -0.77327, 1.36023)
H (-3.47326, -2.91916, 1.86281)
H (-2.21840, -2.78240, 0.63596)
H (-5.03276, -3.74044, -0.02725)
H (-3.82144, -4.83784, 0.59068)
H (-3.86792, -3.41822, -1.99945)
H (-2.13458, -5.78536, 0.01114)
H (-0.92147, -6.02375, -1.16076)
H (-2.27872, -3.80099, -3.52428)
H (-1.10807, -5.03909, -3.26197)
O (1.14039, -0.62892, -0.08959)
P (2.17815, -0.95162, 0.99427)
C (2.84693, -2.59264, 0.50076)
C (1.69877, -3.62015, 0.40538)
C (1.43265, -4.30839, 1.74502)
C (2.69582, -5.00835, 2.24329)
C (3.81597, -3.98970, 2.44663)
C (4.08965, -3.21041, 1.16124)
C (3.45385, 0.35969, 0.90225)
C (3.99861, 0.45738, -0.54755)
C (5.37770, -0.18197, -0.69095)
C (6.41678, 0.52131, 0.19953)
C (5.78568, 1.13507, 1.45844)
C (4.58945, 0.31665, 1.94573)
C (1.25559, -0.81550, 2.57986)
C (2.03905, -1.07331, 3.87605)
C (1.27454, -0.56266, 5.10074)
C (0.98433, 0.95361, 5.03615)
C (1.16266, 1.50947, 3.62040)
C (0.53198, 0.56120, 2.60290)
H (3.12528, -2.31258, -0.52469)
H (1.99638, -4.38078, -0.32556)
H (0.79668, -3.13428, 0.02019)
H (0.62035, -5.03197, 1.63907)
H (1.11869, -3.56881, 2.48870)
H (3.01332, -5.74731, 1.50021)
H (2.49769, -5.53687, 3.17567)
H (4.73383, -4.50096, 2.73820)
H (3.55570, -3.31055, 3.26114)
H (4.50418, -3.90813, 0.42606)
H (4.85892, -2.46067, 1.33582)
H (2.84503, 1.25302, 1.09237)
H (4.07818, 1.51336, -0.82048)
H (3.29371, -0.00282, -1.24712)
H (5.68875, -0.13095, -1.73480)
H (5.31749, -1.24543, -0.44002)
H (6.91172, 1.31044, -0.36769)
H (7.19676, -0.18744, 0.47832)
H (5.44961, 2.15785, 1.25913)
H (6.52782, 1.20090, 2.25334)
H (4.24090, 0.72991, 2.89132)
H (4.91589, -0.70724, 2.13692)
H (0.49520, -1.59781, 2.47256)
H (3.01642, -0.59357, 3.84575)
H (2.20717, -2.14212, 3.99620)
H (1.86375, -0.78634, 5.98833)
H (0.33927, -1.12042, 5.19370)
H (1.64093, 1.49573, 5.71701)
H (-0.03813, 1.14077, 5.36853)
H (2.22681, 1.63984, 3.40005)
H (0.69399, 2.49312, 3.54438)
H (0.53670, 1.01270, 1.60606)
H (-0.51634, 0.40985, 2.88232)

No. 2
C4H9NOS | ωB97M-V/def2-TZVPD

Results
Kohn-Sham gap   9.82 eV
Largest force on an atom   0.0564 Eh/bohr
Highest occupied orbital energy   -9.07 eV
Total charge   0

Atoms and positions in Å:
C (-2.58969, 0.49414, 1.70625)
N (-1.76330, -0.58966, 1.22390)
C (-1.10181, -0.83578, 0.05511)
O (-0.82937, -1.98787, -0.23804)
C (-0.19753, 0.30123, -0.48967)
C (1.22016, -0.19031, -0.73039)
S (2.46543, 1.20048, -0.77336)
H (-2.44817, 0.58394, 2.77962)
H (-2.30071, 1.43237, 1.23536)
H (-3.66897, 0.43765, 1.50924)
H (-2.06543, -1.48697, 1.58597)
H (-0.28209, 1.11529, 0.23540)
H (-0.64462, 0.68177, -1.40995)
H (1.54563, -0.66616, 0.19526)
H (1.21837, -0.95808, -1.49663)
H (3.12909, 0.81097, -1.89244)

No. 3
C2H8NO2 | ωB97M-V/def2-TZVPD

Results
Kohn-Sham gap   7.42 eV
Largest force on an atom   0.0145 Eh/bohr
Highest occupied orbital energy   -2.98 eV
Total charge   -1

Atoms and positions in Å:
C (-1.10444, -1.78360, 0.27445)
O (0.24339, -1.69286, 0.59566)
H (-1.75097, -1.34088, 1.03552)
H (-1.36820, -1.27012, -0.67073)
H (-1.38509, -2.84343, 0.17622)
N (0.89129, 1.06229, -1.16705)
C (0.42198, 1.68487, 0.11158)
O (0.11711, 0.83179, 1.10723)
H (1.87781, 1.28466, -1.29782)
H (0.83641, 0.05073, -1.11557)
H (1.23081, 2.40099, 0.38576)
H (-0.44157, 2.32469, -0.17067)
H (0.43147, -0.70913, 0.73542)

No. 4
C23H66GaNO21P5 | ωB97M-V/def2-TZVPD

Results
Kohn-Sham gap   4.95 eV
Largest force on an atom   0.1417 Eh/bohr
Highest occupied orbital energy   -4.51 eV
Total charge   -1

Atoms and positions in Å:
C (-2.56903, -5.61904, 7.40520)
N (-2.16664, -5.84801, 6.01465)
C (-3.29877, -6.27743, 5.16024)
Ga (-2.63646, -6.55279, 3.24429)
O (-1.19887, -5.33732, 3.01684)
C (-0.32881, -5.65679, 1.95444)
C (-0.84905, -5.08060, 0.62104)
C (-1.55851, -3.74264, 0.82650)
C (0.21463, -4.92971, -0.50996)
C (-0.26073, -5.56378, -1.81906)
C (1.62274, -5.44543, -0.18525)
H (-1.87885, -4.94123, 7.91420)
H (-3.55368, -5.14757, 7.40551)
H (-2.67075, -6.55628, 7.97401)
H (-1.49236, -6.60553, 6.02380)
H (-3.78306, -7.18293, 5.55863)
H (-3.99634, -5.43737, 5.13714)
H (-2.18924, -8.07459, 2.93633)
H (-3.83204, -6.14701, 2.21965)
H (0.64880, -5.23244, 2.21657)
H (-0.27082, -6.74927, 1.84408)
H (-1.60012, -5.78592, 0.24834)
H (-2.48330, -3.85179, 1.38626)
H (-0.89654, -3.01443, 1.30118)
H (-1.82290, -3.34513, -0.16242)
H (0.31740, -3.85778, -0.71465)
H (-0.42213, -6.63863, -1.70820)
H (0.53061, -5.45479, -2.56993)
H (-1.14679, -5.07113, -2.22203)
H (2.00184, -4.91627, 0.68842)
H (2.31117, -5.19783, -0.99681)
H (1.60448, -6.52398, -0.02121)
C (4.55300, 1.51257, -1.45170)
O (3.64017, 0.52758, -0.96102)
P (3.75887, -1.01539, -1.53987)
O (4.07607, -0.68283, -2.97924)
O (2.24000, -1.33492, -1.13354)
C (1.17485, -0.41005, -1.33156)
O (3.97737, -2.66161, -1.64507)
C (5.30545, -3.18658, -1.51297)
H (4.51783, 2.36478, -0.77527)
H (5.57109, 1.13284, -1.49863)
H (4.23663, 1.82233, -2.44438)
H (1.31698, 0.17547, -2.24048)
H (1.09140, 0.25004, -0.47051)
H (0.25709, -0.98896, -1.41611)
H (5.74709, -2.93394, -0.54814)
H (5.94010, -2.81187, -2.31965)
H (5.22868, -4.26860, -1.58465)
C (4.20457, -5.03470, 6.97253)
O (3.01141, -4.89535, 7.75627)
P (1.92719, -3.80428, 7.28501)
O (2.65593, -2.60053, 6.83764)
O (1.14386, -3.67334, 8.68049)
C (1.85995, -3.29103, 9.84204)
O (0.65071, -4.08513, 6.41487)
C (0.82822, -4.73935, 5.12121)
H (4.66320, -5.98030, 7.25495)
H (3.99020, -5.04535, 5.90507)
H (4.88407, -4.21463, 7.19815)
H (2.65110, -2.57737, 9.60323)
H (2.28791, -4.16833, 10.33027)
H (1.14989, -2.81972, 10.51968)
H (1.33036, -5.70105, 5.25394)
H (1.42067, -4.09621, 4.46769)
H (-0.15365, -4.91561, 4.67717)
C (-4.73899, 4.43487, -0.88331)
O (-4.05375, 3.21420, -0.55758)
P (-2.45058, 3.24023, -0.43568)
O (-2.00450, 4.12900, -1.53331)
O (-2.22023, 1.67451, -0.60202)
C (-2.79601, 0.98205, -1.70742)
O (-1.34946, 3.37883, 0.72661)
C (-1.40904, 4.51060, 1.60908)
H (-5.78860, 4.29426, -0.63584)
H (-4.34803, 5.27397, -0.31120)
H (-4.64520, 4.63660, -1.94768)
H (-2.81978, 1.60284, -2.60400)
H (-3.80284, 0.65581, -1.45065)
H (-2.17860, 0.10800, -1.90085)
H (-2.36353, 4.55612, 2.13512)
H (-1.24671, 5.43305, 1.04859)
H (-0.61473, 4.38589, 2.33892)
C (7.27553, 5.22519, -7.30229)
O (7.80752, 4.42211, -6.23346)
P (6.83641, 4.03792, -5.02009)
O (6.02971, 5.21684, -4.65870)
O (8.00202, 3.67355, -3.98773)
C (8.99499, 4.64745, -3.69118)
O (6.04285, 2.69376, -4.72278)
C (5.08163, 2.21366, -5.68847)
H (7.96455, 5.13620, -8.13872)
H (6.28864, 4.88604, -7.61159)
H (7.21962, 6.26227, -6.97883)
H (8.57251, 5.65340, -3.69030)
H (9.81044, 4.58624, -4.41247)
H (9.37975, 4.42217, -2.69897)
H (5.55526, 2.03043, -6.65410)
H (4.27116, 2.93531, -5.79974)
H (4.68760, 1.27806, -5.29988)
C (-8.36456, 9.71517, -5.43347)
O (-7.41774, 8.78302, -4.90083)
P (-7.94588, 7.60587, -3.88604)
O (-8.94347, 8.42055, -3.11547)
O (-6.51269, 7.36673, -3.21765)
C (-5.69929, 8.48218, -2.85379)
O (-8.44507, 6.10566, -3.47156)
C (-9.52577, 5.50049, -4.19880)
H (-7.88504, 10.20154, -6.28129)
H (-9.27644, 9.22613, -5.76785)
H (-8.60794, 10.44884, -4.66915)
H (-6.31256, 9.31227, -2.50375)
H (-5.08609, 8.79687, -3.69583)
H (-5.05077, 8.14324, -2.04898)
H (-9.29871, 5.41511, -5.26167)
H (-10.44019, 6.07915, -4.05682)
H (-9.66155, 4.50265, -3.79177)

No. 5
C5H10O2 | ωB97M-V/def2-TZVPD

Results
Kohn-Sham gap (alpha / beta)   9.21 / 9.21 eV
Largest force on an atom   0.1011 Eh/bohr
Highest occupied orbital energy (alpha / beta)   -8.90 / -8.90 eV
Total charge   0

Atoms and positions in Å:
C (-3.33816, 0.78715, -0.42663)
C (-2.27374, 1.30175, 0.01921)
C (0.70873, -0.89237, -0.83500)
C (2.40529, -1.06019, 1.19080)
C (1.58647, -0.31063, 0.17411)
O (0.79681, 1.60863, -0.41530)
O (1.59214, 0.93821, 0.35606)
H (-3.37381, -0.16802, -0.96649)
H (-4.29655, 1.38940, -0.41201)
H (-1.24575, 0.93215, 0.05407)
H (-0.28643, -0.94637, -0.53043)
H (0.78086, -0.31504, -1.68553)
H (1.13608, -1.84602, -1.16897)
H (2.67046, -2.02113, 0.83304)
H (1.94244, -1.13585, 2.20174)
H (3.40564, -0.58840, 1.24535)
H (-2.21048, 2.32674, 0.36598)

No. 6
C7H6BCl4N2O6P | ωB97M-V/def2-TZVPD

Results
Kohn-Sham gap   8.11 eV
Largest force on an atom   0.0906 Eh/bohr
Highest occupied orbital energy   -10.15 eV
Total charge   0

Atoms and positions in Å:
N (-1.65165, 1.59047, 2.35600)
B (-2.41313, 0.73134, 1.35620)
O (-3.64348, 0.14158, 1.78342)
C (-1.76413, 0.61005, -0.12896)
C (-0.48182, -0.00685, -0.27424)
O (0.22520, -0.55606, 0.84294)
N (0.66795, -1.83015, 0.57574)
O (1.77094, -1.95325, 0.99216)
C (0.08226, -0.02498, -1.78463)
O (0.74499, -0.97942, -2.25811)
C (-0.24020, 1.31510, -2.62065)
P (1.01497, 2.13497, -3.75839)
O (0.77717, 3.67253, -3.65483)
C (-1.52050, 1.93400, -2.48142)
C (-2.50416, 1.18277, -1.44501)
O (-3.73792, 1.08473, -1.62962)
H (-1.48229, 2.50218, 1.87765)
H (-0.68700, 1.20858, 2.45835)
H (-3.98462, 0.77568, 2.46467)
H (2.31585, 1.85260, -3.18352)
H (0.90987, 1.70137, -5.11618)
H (-1.80514, 2.89814, -3.02298)
Cl (4.69444, -4.72424, 4.40507)
C (3.48156, -3.99702, 3.32994)
Cl (2.80436, -2.54530, 4.09851)
Cl (4.24596, -3.55086, 1.79050)
Cl (2.18054, -5.16795, 3.02735)

Which of these has the highest total charge?
C38H60I2N8O3PPbS

What did the fifth record say?
C5H10O2 | ωB97M-V/def2-TZVPD

Results
Kohn-Sham gap (alpha / beta)   9.21 / 9.21 eV
Largest force on an atom   0.1011 Eh/bohr
Highest occupied orbital energy (alpha / beta)   -8.90 / -8.90 eV
Total charge   0

Atoms and positions in Å:
C (-3.33816, 0.78715, -0.42663)
C (-2.27374, 1.30175, 0.01921)
C (0.70873, -0.89237, -0.83500)
C (2.40529, -1.06019, 1.19080)
C (1.58647, -0.31063, 0.17411)
O (0.79681, 1.60863, -0.41530)
O (1.59214, 0.93821, 0.35606)
H (-3.37381, -0.16802, -0.96649)
H (-4.29655, 1.38940, -0.41201)
H (-1.24575, 0.93215, 0.05407)
H (-0.28643, -0.94637, -0.53043)
H (0.78086, -0.31504, -1.68553)
H (1.13608, -1.84602, -1.16897)
H (2.67046, -2.02113, 0.83304)
H (1.94244, -1.13585, 2.20174)
H (3.40564, -0.58840, 1.24535)
H (-2.21048, 2.32674, 0.36598)

Which of these has the highest largest force on an atom?
C23H66GaNO21P5